Entry from the OMol25 dataset: a 2-piece molecular cluster, C10H19ClN2O7P2S overall in a non-equilibrium geometry (ωB97M-V/def2-TZVPD).

Atoms and positions in Å:
C1 0.833 1.830 1.684
C2 1.346 0.415 1.753
O1 2.212 0.121 2.545
N1 0.777 -0.636 0.922
C3 -0.687 -0.564 0.796
C4 -1.409 0.502 0.016
O2 -1.329 -1.427 1.348
C5 1.434 -0.879 -0.374
P1 0.796 -2.604 -0.884
O3 0.855 -3.341 0.526
Cl1 2.432 -3.409 -1.918
C6 1.397 0.148 -1.498
C7 2.858 0.537 -1.842
P2 3.645 1.950 -0.987
O4 3.811 1.545 0.560
O5 2.611 3.190 -1.068
S1 5.351 2.416 -1.761
N2 3.652 -0.608 -1.378
C8 2.972 -1.118 -0.224
O6 3.535 -1.658 0.683
H1 0.969 2.251 0.697
H2 -0.230 1.825 1.882
H3 1.315 2.403 2.452
H4 -2.215 0.839 0.643
H5 -0.820 1.360 -0.249
H6 -1.888 0.056 -0.838
H7 1.175 -2.767 1.239
H8 0.801 1.036 -1.377
H9 1.075 -0.412 -2.372
H10 2.984 0.779 -2.880
H11 3.554 2.284 1.113
H12 2.949 3.902 -0.516
H13 3.660 -1.249 -2.159
C9 -6.433 -1.266 0.142
C10 -4.976 -1.180 0.554
O7 -4.426 0.111 0.277
H14 -6.542 -1.051 -0.921
H15 -6.838 -2.259 0.341
H16 -7.033 -0.533 0.686
H17 -4.376 -1.898 -0.002
H18 -4.864 -1.398 1.620
H19 -4.936 0.758 0.771

LUMO level: -0.06 eV
SMILES: CC(=O)N(C(C)=O)[C@@]1(P(O)Cl)C[C@@H](P(O)(O)=S)NC1=O.CCO
2S+1: 1
total energy: -69927.9734 eV


Entry from the OMol25 dataset: C16H20BBr2HfN3O3S as an isolated structure in a non-equilibrium geometry (ωB97M-V/def2-TZVPD).

Atoms and positions in Å:
Hf1 -0.003 0.152 0.168
Br1 -0.025 5.169 0.583
C1 0.113 3.911 1.950
C2 0.202 4.345 3.297
C3 0.275 3.449 4.324
Br2 0.385 4.069 6.087
C4 0.282 2.047 4.056
C5 0.328 1.032 5.029
C6 0.339 -0.294 4.659
C7 0.335 -0.620 3.308
N1 0.290 0.306 2.349
C8 0.225 1.646 2.713
C9 0.110 2.576 1.665
O1 0.026 2.062 0.408
H1 0.205 5.407 3.501
H2 0.356 1.307 6.076
H3 0.370 -1.083 5.396
H4 0.383 -1.657 2.994
C10 2.058 2.005 -3.359
C11 2.836 1.196 -2.343
C12 3.937 2.022 -1.722
O2 1.843 0.854 -1.250
B1 1.499 -0.475 -1.446
O3 2.194 -1.134 -2.373
C13 3.274 -0.234 -2.847
C14 3.343 -0.356 -4.354
C15 4.552 -0.745 -2.207
H5 1.649 2.892 -2.874
H6 1.235 1.435 -3.791
H7 2.713 2.330 -4.166
H8 3.542 2.986 -1.405
H9 4.717 2.203 -2.463
H10 4.387 1.532 -0.862
H11 2.382 -0.166 -4.825
H12 3.658 -1.365 -4.615
H13 4.077 0.341 -4.759
H14 4.554 -0.611 -1.125
H15 5.426 -0.245 -2.622
H16 4.640 -1.810 -2.417
N2 -4.077 1.063 -0.990
C16 -3.770 -0.056 -0.366
N3 -4.471 -1.155 -0.539
S1 -2.458 -0.062 0.795
H17 -4.881 1.139 -1.598
H18 -3.550 1.901 -0.800
H19 -5.299 -1.182 -1.119
H20 -4.226 -1.990 -0.031

LUMO level: -7.41 eV
2S+1: 1
net charge: +2
total energy: -180422.0998 eV


Entry from the OMol25 dataset: a 3-piece molecular cluster, C3H4IN overall in a non-equilibrium geometry (ωB97M-V/def2-TZVPD).

Atoms and positions in Å:
C1 -1.870 1.215 -1.884
C2 -2.047 0.048 -1.752
C3 -0.494 -2.554 0.465
N1 -0.456 -2.797 1.610
I1 4.754 2.474 2.660
H1 -1.719 2.275 -2.122
H2 5.465 3.780 1.835
H3 -2.281 -1.003 -1.480
H4 -0.085 -3.109 2.476

LUMO level: 0.30 eV
2S+1: 1
total energy: -12762.5181 eV